Entry 1:
Density functional theory data (ωB97M-V/def2-TZVPD) for a 4-piece molecular cluster, C8H24O8 overall at a distorted geometry.

## Properties
Frontier orbital gap: 10.41 eV
Energy above the lowest of the compared OMol25 structures with the same formula, charge and spin: 1.768 eV
HOMO energy: -9.828 eV

Atoms and positions in Å:
O 40.250 -5.461 -8.886
C 38.930 -4.944 -8.806
C 37.952 -5.975 -9.426
O 37.995 -5.754 -10.848
H 40.669 -4.934 -9.571
H 38.728 -4.708 -7.761
H 38.942 -3.965 -9.286
H 36.890 -5.790 -9.260
H 38.179 -7.004 -9.148
H 37.417 -6.440 -11.191
O 43.227 -7.909 -8.639
C 44.220 -7.335 -7.768
C 44.267 -5.812 -8.057
O 43.073 -5.284 -7.652
H 42.922 -8.770 -8.342
H 43.948 -7.472 -6.722
H 45.163 -7.817 -8.028
H 44.358 -5.672 -9.134
H 45.212 -5.529 -7.594
H 42.463 -5.745 -8.233
O 35.478 -6.345 -12.414
C 35.079 -5.670 -13.630
C 35.991 -4.550 -13.985
O 35.994 -3.652 -12.866
H 34.963 -7.152 -12.333
H 35.132 -6.433 -14.408
H 34.026 -5.409 -13.525
H 35.657 -4.073 -14.907
H 37.026 -4.785 -14.236
H 36.173 -4.240 -12.129
O 42.014 -5.986 -13.987
C 42.193 -5.561 -12.580
C 41.289 -4.452 -12.211
O 41.592 -4.056 -10.973
H 42.697 -5.395 -14.314
H 42.076 -6.456 -11.969
H 43.232 -5.334 -12.341
H 40.208 -4.544 -12.319
H 41.557 -3.665 -12.915
H 42.549 -4.103 -10.921



Entry 2:
Density functional theory data (ωB97M-V/def2-TZVPD) for a 5-piece molecular cluster, C8H25BFIO4 overall at a distorted geometry.

## Properties
Frontier orbital gap: 10.27 eV
HOMO energy: -9.703 eV

Atoms and positions in Å:
C -5.898 -4.393 0.645
C -5.855 -2.877 0.578
O -6.539 -2.299 1.688
H -6.931 -4.743 0.655
H -5.384 -4.839 -0.208
H -5.426 -4.752 1.562
H -6.344 -2.520 -0.327
H -4.820 -2.521 0.576
H -6.103 -2.604 2.492
C 2.672 2.596 4.658
C 1.842 2.240 3.438
O 0.595 2.942 3.457
H 2.130 2.351 5.573
H 3.621 2.058 4.657
H 2.879 3.669 4.683
H 1.619 1.173 3.426
H 2.375 2.489 2.519
H 0.791 3.885 3.457
C 2.469 0.279 -1.064
C 2.421 1.645 -0.411
O 3.402 1.765 0.620
H 2.307 -0.505 -0.320
H 1.712 0.194 -1.839
H 3.449 0.100 -1.513
H 1.449 1.813 0.053
H 2.589 2.429 -1.155
H 4.269 1.629 0.218
C 2.081 -0.415 -5.985
C 1.381 -0.306 -4.644
O 1.660 0.943 -4.014
H 3.160 -0.307 -5.861
H 1.876 -1.376 -6.458
H 1.752 0.380 -6.658
H 1.727 -1.088 -3.968
H 0.298 -0.410 -4.766
H 1.347 1.643 -4.600
F -0.099 -1.006 2.231
B -0.912 -0.017 2.214
I -3.052 -0.339 2.182
H -0.510 1.094 2.208



Entry 3:
Density functional theory data (ωB97M-V/def2-TZVPD) for a 6-piece molecular cluster, C8H25F3N8O7 overall at a distorted geometry.

## Properties
Frontier orbital gap (alpha / beta): 9.90 / 5.42 eV
Energy above the lowest of the compared OMol25 structures with the same formula, charge and spin: 1.297 eV
Multiplicity: 2
HOMO energy (alpha / beta): -12.067 / -12.056 eV
Total charge: +1

Atoms and positions in Å:
O 0.749 1.047 0.234
H 1.005 0.857 -0.671
H 1.278 0.472 0.792
H -0.188 0.864 0.334
C 1.762 -2.317 0.971
O 1.340 -2.719 -0.353
O 2.276 -0.987 0.999
C 0.808 -2.775 2.089
F -0.437 -2.145 2.086
F 0.561 -4.095 2.061
F 1.259 -2.583 3.311
C -0.053 -2.420 -0.738
C 0.003 -2.619 -2.202
H 0.662 -1.846 -2.598
H 0.309 -3.660 -2.309
H -0.892 -2.415 -2.789
H -0.539 -1.467 -0.530
H -0.787 -3.118 -0.334
H 2.671 -2.901 1.117
C 1.907 1.382 -3.415
O 1.504 0.798 -2.398
N 3.074 1.904 -3.444
N 1.394 1.373 -4.643
H 3.536 1.513 -2.636
H 3.408 2.262 -4.328
H 1.900 1.813 -5.398
H 0.472 0.974 -4.747
C 1.299 1.044 4.325
O 1.016 0.895 5.478
N 1.912 0.178 3.599
N 0.951 2.086 3.712
H 2.192 -0.624 4.145
H 2.222 0.340 2.651
H 0.373 2.720 4.245
H 1.286 2.343 2.794
C -1.935 1.525 -2.303
O -1.104 2.020 -1.580
N -1.707 0.525 -3.079
N -3.238 1.922 -2.262
H -2.390 0.286 -3.783
H -0.731 0.271 -3.131
H -3.818 1.370 -2.878
H -3.327 2.928 -2.232
C -2.444 0.404 2.075
O -1.715 0.310 1.155
N -3.630 0.661 1.980
N -2.127 0.086 3.286
H -4.096 0.706 2.875
H -4.034 0.840 1.072
H -2.740 0.281 4.065
H -1.198 -0.308 3.330



Entry 4:
Density functional theory data (ωB97M-V/def2-TZVPD) for C8H25FNO10P3S2 as an isolated structure at a distorted geometry.

## Properties
Frontier orbital gap: 7.14 eV
Energy above the lowest of the compared OMol25 structures with the same formula, charge and spin: 0.000 eV
HOMO energy: -9.228 eV

Atoms and positions in Å:
C 2.555 1.035 3.458
C 1.960 -0.363 3.765
N 2.982 -1.433 3.943
P 2.213 -3.019 3.828
S 1.486 -3.747 5.463
S 3.837 -1.233 5.364
O 3.021 -0.912 6.470
O 4.915 -0.338 5.189
F 4.481 -2.658 5.570
H 2.595 1.175 2.371
H 3.532 1.214 3.912
H 1.819 1.765 3.822
H 1.226 -0.314 4.582
H 1.384 -0.646 2.874
H 3.189 -3.838 3.219
H 1.154 -2.812 2.916
C 3.579 3.494 -1.899
O 2.955 2.299 -1.393
P 1.868 1.519 -2.429
O 1.203 0.713 -1.351
O 3.086 0.719 -3.142
C 3.883 -0.156 -2.354
O 0.897 1.010 -3.699
C -0.311 1.765 -3.912
H 4.259 3.871 -1.139
H 4.146 3.276 -2.808
H 2.827 4.256 -2.107
H 3.351 -0.510 -1.471
H 4.797 0.356 -2.046
H 4.155 -1.011 -2.972
H -0.078 2.805 -4.141
H -0.951 1.717 -3.029
H -0.837 1.328 -4.756
C -6.306 0.710 -0.219
O -5.841 0.407 -1.546
P -4.459 -0.548 -1.654
O -4.094 -0.227 -3.065
O -5.293 -1.926 -1.498
C -6.213 -2.283 -2.524
O -3.074 -1.341 -1.170
C -2.014 -0.489 -0.699
H -7.207 1.313 -0.303
H -6.541 -0.208 0.326
H -5.553 1.280 0.327
H -5.963 -1.819 -3.478
H -7.222 -1.987 -2.230
H -6.186 -3.366 -2.636
H -2.339 0.080 0.173
H -1.698 0.193 -1.487
H -1.172 -1.115 -0.416



Entry 5:
Density functional theory data (ωB97M-V/def2-TZVPD) for C8H26Be2N12O12 as an isolated structure at a distorted geometry.

## Properties
Frontier orbital gap: 2.49 eV
HOMO energy: -13.371 eV
Total charge: +2

Atoms and positions in Å:
Be 2.498 2.796 0.666
Be -1.075 3.706 2.709
O -3.305 1.024 -0.479
C -3.711 2.116 0.226
O -3.187 2.359 1.343
O -4.486 2.914 -0.300
H -2.628 0.644 0.107
O -0.825 -0.270 1.017
C 0.165 0.604 1.044
O 1.234 0.395 0.403
O 0.142 1.695 1.708
H -0.512 -1.038 0.485
C -4.791 -2.422 -1.564
O -5.983 -2.620 -1.494
N -3.959 -2.869 -2.522
N -4.053 -1.677 -0.656
H -4.244 -3.665 -3.070
H -3.000 -2.599 -2.628
H -4.477 -1.199 0.122
H -3.082 -1.475 -0.825
C -0.167 -2.345 -1.690
O -1.098 -2.242 -0.872
N 0.627 -3.416 -1.837
N 0.054 -1.362 -2.580
H 0.517 -4.188 -1.199
H 1.437 -3.368 -2.426
H 0.800 -1.411 -3.253
H -0.593 -0.601 -2.666
C 4.013 0.309 2.793
O 3.518 1.317 2.260
N 3.566 -0.941 2.588
N 4.808 0.393 3.869
H 3.897 -1.718 3.129
H 2.737 -1.070 2.032
H 5.175 -0.452 4.262
H 5.187 1.322 3.980
C -3.376 -0.573 3.327
O -3.214 -1.683 2.814
N -2.367 0.316 3.157
N -4.523 -0.018 3.800
H -1.557 0.112 2.579
H -2.330 1.079 3.817
H -5.362 -0.566 3.695
H -4.586 0.979 3.892
C 4.490 0.298 -1.187
O 4.426 1.362 -0.558
N 3.492 -0.618 -1.132
N 5.571 -0.180 -1.841
H 3.697 -1.476 -1.606
H 2.657 -0.409 -0.604
H 5.396 -0.913 -2.503
H 6.480 0.250 -1.853
C 1.264 2.770 -2.423
O 2.308 2.856 -1.744
N 0.209 2.028 -2.133
N 0.917 3.826 -3.248
H 0.368 1.370 -1.377
H -0.651 2.023 -2.651
H -0.019 3.888 -3.606
H 1.515 4.634 -3.294



Entry 6:
Density functional theory data (ωB97M-V/def2-TZVPD) for C8H26FGaIN3O2P as an isolated structure.

## Properties
Frontier orbital gap: 7.60 eV
HOMO energy: -4.791 eV
Total charge: -1

Atoms and positions in Å:
N 2.847 1.945 1.784
P 1.757 2.760 0.966
Ga -0.498 1.977 0.869
F -0.437 0.551 2.001
I -2.019 3.741 2.028
H 2.473 1.061 2.115
H 2.129 3.026 -0.392
H 1.726 4.141 1.309
H -1.070 1.582 -0.536
C -2.031 -0.208 -6.054
C -1.293 1.080 -5.708
C -0.258 0.914 -4.589
O -0.818 0.745 -3.307
C -1.101 -0.580 -2.910
N -2.275 2.127 -5.422
H -2.765 -0.448 -5.284
H -2.568 -0.090 -6.995
H -1.342 -1.051 -6.142
H -0.730 1.400 -6.593
H 0.335 1.831 -4.532
H 0.423 0.084 -4.822
H -0.341 -1.274 -3.288
H -2.080 -0.920 -3.257
H -1.088 -0.592 -1.821
H -1.804 3.020 -5.319
H -2.687 1.936 -4.512
C -0.281 -2.606 4.845
C 0.929 -2.828 3.946
C 2.064 -1.821 4.179
O 1.776 -0.555 3.649
C 1.166 0.373 4.524
N 0.482 -2.841 2.553
H -0.849 -1.738 4.509
H -0.942 -3.472 4.801
H 0.017 -2.438 5.882
H 1.347 -3.818 4.169
H 2.950 -2.178 3.645
H 2.313 -1.756 5.249
H 1.699 0.401 5.482
H 0.110 0.155 4.697
H 1.240 1.343 4.039
H 1.257 -3.093 1.949
H 0.236 -1.886 2.291



Entry 7:
Density functional theory data (ωB97M-V/def2-TZVPD) for a 6-piece molecular cluster, C8H26FN4O8 overall at a distorted geometry.

## Properties
Frontier orbital gap: 9.57 eV
HOMO energy: -6.605 eV
Total charge: -1

Atoms and positions in Å:
F -0.523 -1.292 -0.380
C -0.106 -2.760 3.535
C -0.131 -3.335 2.129
O 0.788 -2.714 1.242
O -0.842 -1.544 3.618
H 0.962 -2.644 3.884
H -0.690 -3.410 4.237
H -1.196 -3.247 1.719
H 0.095 -4.405 2.243
H 0.301 -2.209 0.573
H -0.431 -0.899 2.985
C -3.319 -0.191 0.996
C -3.296 1.065 0.097
O -2.003 1.259 -0.479
O -3.055 -1.353 0.185
H -4.355 -0.218 1.447
H -2.563 -0.041 1.762
H -3.459 1.882 0.770
H -4.069 1.001 -0.716
H -1.676 0.425 -0.910
H -2.053 -1.345 0.030
C 1.885 0.448 0.875
C 1.065 1.455 1.698
O -0.270 0.980 1.995
O 1.434 0.356 -0.409
H 1.718 -0.534 1.381
H 2.970 0.614 0.871
H 1.099 2.427 1.264
H 1.490 1.571 2.677
H -0.757 1.071 1.180
H 0.616 -0.182 -0.293
C 3.463 3.134 -1.687
O 4.359 3.856 -2.075
N 2.397 3.538 -0.909
N 3.404 1.820 -2.020
H 1.482 3.084 -1.102
H 2.338 4.565 -0.872
H 2.805 1.150 -1.518
H 4.119 1.375 -2.540
C -0.702 -0.477 -3.833
O -1.317 -0.033 -4.812
N 0.486 0.016 -3.505
N -1.204 -1.470 -3.131
H 0.859 0.755 -3.994
H 0.888 -0.169 -2.609
H -0.925 -1.535 -2.126
H -2.084 -1.839 -3.475



Entry 8:
Density functional theory data (ωB97M-V/def2-TZVPD) for C8H26N2O4 as an isolated structure at a distorted geometry.

## Properties
Frontier orbital gap: 7.37 eV
Energy above the lowest of the compared OMol25 structures with the same formula, charge and spin: 9.600 eV
HOMO energy: -7.024 eV

Atoms and positions in Å:
O 9.382 30.831 -9.607
H 10.204 31.061 -9.175
H 8.723 31.374 -9.173
O 9.850 29.148 -10.796
H 9.693 29.946 -10.290
H 10.785 29.174 -11.001
C 9.160 30.495 -12.959
C 8.064 29.497 -12.706
C 7.190 29.257 -13.965
O 6.249 30.359 -14.176
C 5.278 30.236 -15.212
N 8.712 28.261 -12.357
H 9.670 30.583 -11.999
H 8.749 31.483 -13.168
H 9.761 30.172 -13.809
H 7.507 29.770 -11.810
H 6.676 28.316 -13.768
H 7.858 29.183 -14.823
H 5.702 29.923 -16.166
H 4.780 31.194 -15.363
H 4.468 29.555 -14.952
H 7.955 27.847 -11.832
H 9.451 28.483 -11.705
C 11.841 29.232 -8.809
C 12.848 30.046 -9.623
C 12.399 30.440 -11.033
O 11.718 29.396 -11.670
C 11.493 29.712 -13.005
N 13.203 31.243 -8.822
H 12.013 29.217 -7.733
H 11.854 28.191 -9.130
H 10.833 29.602 -8.997
H 13.720 29.399 -9.718
H 13.275 30.877 -11.513
H 11.637 31.219 -11.055
H 10.643 30.391 -12.931
H 11.274 28.776 -13.518
H 12.344 30.089 -13.572
H 13.868 31.849 -9.282
H 13.728 30.825 -8.067